Molecular formula: CH7NO2
Method: DFT, wB97M-V/def2-TZVPD

Computed properties:
- SMILES string: C=N.O.O
- E_tot: -6733.89337 eV
- HOMO-LUMO gap: 10.33 eV

```
! wB97M-V def2-TZVPD RIJCOSX def2/J DEFGRID3
* xyz 0 1
C -0.7642 -0.0812 1.8776
N -0.1523 0.9786 2.2411
H -1.4868 -0.5199 2.5857
H -0.7052 -0.5138 0.8781
H -0.0048 0.8411 3.2452
H 3.0209 1.9767 -0.1275
H 2.0066 2.8516 -0.6774
O 2.0671 2.0850 -0.0742
H -1.1148 -2.6401 -4.0623
H -1.3760 -3.6587 -2.9766
O -1.3983 -2.7229 -3.1569
*
```


Molecular formula: C17H49BrN20O17S
Method: DFT, wB97M-V/def2-TZVPD

Computed properties:
- E_tot: -163919.88257 eV
- HOMO-LUMO gap: 9.84 eV

```
! wB97M-V def2-TZVPD RIJCOSX def2/J DEFGRID3
* xyz 0 1
O 1.9574 3.1633 2.4915
C 1.7664 3.6536 1.4642
O 0.4907 4.0160 1.1155
C -0.2398 2.8500 0.6827
C -1.3780 3.3334 -0.2055
C -2.3884 2.2282 -0.6647
O -3.7177 2.8689 -0.3489
S -3.9576 2.4884 1.1953
O -5.3106 2.3746 1.6451
O -3.2681 3.2880 2.1523
O -3.1892 1.0550 1.3574
C -2.5176 0.9121 0.0782
C -1.4076 -0.1266 0.0535
C -1.3215 -0.9114 -1.2299
O -2.1690 -1.1507 -1.9555
Br 0.4794 -1.6244 -1.6148
H 2.5853 3.8329 0.7549
H -0.5513 2.2350 1.5313
H 0.4516 2.2480 0.0747
H -1.8871 4.1648 0.2758
H -0.9252 3.7416 -1.1132
H -2.3974 2.2130 -1.7604
H -3.3029 0.4067 -0.5070
H -1.6521 -0.8607 0.8552
H -0.4161 0.2595 0.2783
C 2.9472 -4.3867 -3.2393
O 2.8212 -4.1960 -2.0424
N 4.0745 -4.9291 -3.7828
N 1.9650 -4.0713 -4.1372
H 4.1997 -5.0966 -4.7647
H 4.8141 -5.1743 -3.1513
H 1.1207 -3.6695 -3.7704
H 2.0455 -4.2208 -5.1245
C -1.3619 -1.4945 3.7107
O -1.2346 -1.4107 2.4886
N -2.2147 -0.7106 4.4025
N -0.6510 -2.3858 4.4554
H -2.3364 -0.7540 5.4034
H -2.7536 -0.0469 3.8752
H -0.0084 -2.9834 3.9688
H -0.7399 -2.4688 5.4508
C -6.6575 3.0897 5.8024
O -6.7391 3.2838 7.0038
N -5.5526 2.5515 5.2154
N -7.6720 3.3973 4.9380
H -5.4733 2.3881 4.2314
H -4.7852 2.3137 5.8166
H -8.5039 3.7956 5.3314
H -7.6231 3.2446 3.9479
C 6.2989 -7.6747 -5.2828
O 5.5768 -7.2023 -6.1559
N 7.5659 -7.2438 -5.0677
N 5.8854 -8.6722 -4.4525
H 8.1698 -7.6184 -4.3532
H 7.9063 -6.5082 -5.6599
H 4.9524 -9.0188 -4.5789
H 6.4616 -9.0675 -3.7331
C 5.8533 -4.4815 -9.2400
O 6.7629 -5.1288 -9.7244
N 5.2213 -4.8455 -8.0873
N 5.3891 -3.3273 -9.8171
H 4.4729 -4.3199 -7.6791
H 5.5332 -5.6906 -7.6310
H 5.8319 -3.0305 -10.6666
H 4.6427 -2.7770 -9.4385
C -1.5337 1.3491 7.4025
O -2.0154 0.3051 6.9767
N -0.2909 1.7761 7.0464
N -2.1972 2.1646 8.2579
H 0.1184 2.6274 7.3836
H 0.2301 1.2000 6.4108
H -3.1172 1.8830 8.5441
H -1.8152 3.0253 8.6126
C -3.4965 1.0058 -4.1702
O -3.5098 1.1996 -2.9609
N -3.6301 2.0164 -5.0753
N -3.3472 -0.2369 -4.6978
H -3.6227 1.8777 -6.0677
H -3.7460 2.9462 -4.7147
H -3.2435 -0.9992 -4.0502
H -3.3335 -0.4252 -5.6818
C -6.3329 6.0005 -1.9011
O -6.3117 6.0749 -3.1173
N -7.1093 6.8192 -1.1289
N -5.5832 5.0945 -1.2097
H -7.1413 6.7743 -0.1284
H -7.6736 7.4976 -1.6056
H -5.0021 4.4783 -1.7466
H -5.5821 5.0142 -0.2102
C -1.1051 6.0047 8.1359
O -0.9571 5.2260 9.0673
N -2.2732 6.6700 7.9204
N -0.1125 6.2686 7.2381
H -2.4172 7.3110 7.1636
H -3.0248 6.4972 8.5629
H 0.7625 5.7957 7.3689
H -0.2129 6.9016 6.4676
C 9.4030 -6.2189 -2.0547
O 8.8678 -7.2340 -2.4751
N 10.6464 -5.8289 -2.4549
N 8.7981 -5.3975 -1.1529
H 11.1033 -5.0009 -2.1231
H 11.1197 -6.4140 -3.1187
H 7.8810 -5.6574 -0.8382
H 9.2167 -4.5607 -0.7941
*
```


Molecular formula: C5H11NO
Method: DFT, wB97M-V/def2-TZVPD

Computed properties:
- SMILES string: C=C/C(N)=C/C.O
- E_tot: -8899.74210 eV
- HOMO-LUMO gap: 9.52 eV

```
! wB97M-V def2-TZVPD RIJCOSX def2/J DEFGRID3
* xyz 0 1
C -2.1700 -0.8768 0.5239
N 0.0406 -0.6715 -1.2973
C 0.2945 -0.6606 0.1265
C -0.7375 -0.7004 0.9733
C 2.5990 0.2873 0.0960
C 1.6644 -0.5115 0.6086
H -2.5481 0.0244 0.0386
H -2.4037 -1.7148 -0.1302
H -2.7737 -1.0450 1.4202
H -0.2320 -1.6349 -1.4680
H 0.8823 -0.5025 -1.8357
H -0.4989 -0.8019 2.0231
H 2.3869 1.0051 -0.6788
H 3.5889 0.2609 0.5302
H 1.8969 -1.0704 1.5111
H -1.1422 2.6048 0.2924
H -0.8332 1.6654 -0.7761
O -1.0937 2.5919 -0.6626
*
```


Among the records above, which one has the highest E_tot?
CH7NO2


Which of these has the lowest E_tot?
C17H49BrN20O17S


The lowest HOMO-LUMO gap belongs to which entry?
C5H11NO